# C53H63F11O48

A 16-piece molecular cluster, C53H63F11O48 overall at a distorted geometry (the ωB97M-V functional and the def2-TZVPD basis, OMol25).

```
175
Properties=species:S:1:pos:R:3:mulliken_charge:R:1
C 0.4316 -3.2371 3.4440 -1.3319
C 1.6365 -3.5955 2.6878 2.7566
C 2.9124 -3.6239 3.5652 -0.0857
O 3.2848 -4.9797 3.4601 -0.3818
C 2.6230 -5.6181 2.5575 0.3919
O 2.9370 -6.7426 2.2559 -0.6453
O 1.5126 -4.9054 2.0869 -0.2704
H 0.6157 -2.2719 3.9158 0.0969
H 0.0430 -4.0178 4.0979 0.4431
H -0.3359 -3.1963 2.6710 -0.0848
H 1.8083 -2.8034 1.9590 -1.0565
H 2.8109 -3.4867 4.6418 0.0791
H 3.8278 -3.3150 3.0604 0.1499
C -1.8385 -0.0853 1.6438 -1.7779
C -0.6941 0.6422 0.8468 1.0771
C 0.6961 0.0254 1.1433 0.9730
O 1.1324 -0.6297 -0.0583 0.8076
C 0.3865 -0.2225 -1.0203 -0.2598
O 0.5129 -0.6248 -2.1762 -0.3721
O -0.7124 0.5273 -0.5705 -0.1289
H -2.7790 0.4650 1.6701 0.4152
H -1.5110 -0.1263 2.6826 0.4630
H -1.7315 -1.1324 1.3609 0.2426
H -0.8652 1.6828 1.1226 -0.4774
H 0.6121 -0.5212 2.0826 -0.6893
H 1.3777 0.8219 1.4418 -0.1435
C 0.5707 -6.1007 -3.6216 -1.6754
C 0.7349 -5.8127 -2.1198 0.4262
C 2.0332 -5.1773 -1.6048 -0.2735
O 1.6114 -4.0543 -0.8165 0.5204
C 0.2732 -4.0632 -0.7275 -0.5518
O -0.4121 -3.4153 0.0589 -0.1880
O -0.1735 -4.8265 -1.7088 -0.3942
H 0.7447 -5.3176 -4.3596 0.3040
H -0.4696 -6.4229 -3.6666 0.4853
H 1.0498 -7.0572 -3.8308 0.4510
H 0.4963 -6.7435 -1.6051 0.2584
H 2.5910 -4.9330 -2.5088 0.0447
H 2.7266 -5.7694 -1.0075 0.4185
C -3.1790 -5.3950 1.3411 -1.4473
C -3.7882 -4.3575 0.3147 1.1964
C -4.8352 -4.9447 -0.5952 -0.3903
O -5.9999 -4.1995 -0.4067 -0.3370
C -5.8335 -3.4208 0.6016 0.7153
O -6.7012 -2.8212 1.2492 -0.6946
O -4.5565 -3.3827 0.9245 -0.4157
H -3.8722 -6.2279 1.4582 0.4681
H -2.8188 -4.9255 2.2566 0.2813
H -2.3329 -5.9417 0.9248 0.2706
H -3.0522 -3.7254 -0.1820 -0.1604
H -5.1676 -5.9248 -0.2531 0.2813
H -4.5821 -4.9092 -1.6548 0.3299
C -3.8317 2.3959 -1.9447 -1.5921
C -3.2645 1.1186 -2.5408 1.3792
C -3.9401 -0.1924 -1.9938 0.1938
O -4.4893 -0.9783 -3.1346 -0.3531
C -4.6750 -0.0919 -4.0885 0.6005
O -5.4809 -0.2289 -5.0233 -0.6468
O -3.8536 0.9981 -3.8555 -0.5979
H -3.5556 3.2797 -2.5197 0.4225
H -3.5177 2.5166 -0.9079 0.3221
H -4.8985 2.5946 -2.0473 0.4001
H -2.2219 1.1218 -2.8586 -0.1921
H -4.7648 -0.0052 -1.3060 0.2834
H -3.0841 -0.7159 -1.5681 -0.1206
C -5.3795 6.9861 0.6408 -0.2703
C -5.2519 5.4826 0.6733 0.4454
O -4.0367 5.2288 0.0179 0.0274
C -3.7776 6.2171 -0.7653 0.5065
O -2.8423 6.1028 -1.5458 -0.5511
O -4.6804 7.2283 -0.5624 -0.4027
F -6.2138 4.7850 0.0116 -0.3425
H -5.1513 7.4270 1.6112 0.1953
H -6.3990 7.2331 0.3448 0.3367
H -5.2914 5.1991 1.7250 0.0719
C 5.4748 -3.7823 -2.1737 -0.0746
C 4.9542 -3.5715 -0.7094 0.9864
O 6.1844 -3.0514 -0.2240 -0.1291
C 7.0660 -3.8182 -0.6880 0.5151
O 8.1947 -4.1101 -0.1877 -0.6739
O 6.7614 -4.1462 -1.9285 -0.3445
F 4.7272 -4.7628 -0.0495 -0.3536
H 5.4828 -2.9165 -2.8358 0.1368
H 5.0591 -4.7374 -2.4944 0.2976
H 4.1761 -2.8165 -0.5967 -0.4806
C 2.3986 3.3554 5.2593 -0.5040
C 2.3805 3.3082 3.6933 0.4215
O 1.9389 2.0050 3.3066 0.4399
C 1.8256 1.2659 4.4707 -0.0126
O 1.4927 0.0416 4.5159 -0.4776
O 1.9352 2.0243 5.5781 -0.3516
F 3.6315 3.4253 3.3219 -0.3138
H 1.5665 3.9268 5.6707 0.3007
H 3.3479 3.5614 5.7539 0.2703
H 1.7900 4.0675 3.1806 0.0769
C 3.0831 0.4351 -3.9724 0.8568
C 3.3692 -0.4203 -2.7252 1.6751
O 4.7218 -0.2859 -2.5721 -0.3895
C 5.2525 -0.0282 -3.7237 0.4701
O 6.4351 -0.1636 -3.9117 -0.6354
O 4.3331 0.3514 -4.6066 -0.3224
F 3.1442 -1.7676 -2.8454 0.1110
H 2.8349 1.4246 -3.5885 -0.1760
H 2.2691 0.0747 -4.6013 -0.5346
H 2.8501 -0.0864 -1.8268 -1.1344
C -9.4444 1.2255 2.2137 -0.3815
C -10.2248 1.6829 0.9358 0.3312
O -9.2149 1.9169 -0.0041 -0.3060
C -7.9825 1.8371 0.6415 0.6499
O -6.9156 2.0069 0.0156 -0.5706
O -8.1385 1.5830 1.9239 -0.2728
F -10.9055 2.8505 1.1527 -0.2996
H -9.6026 0.1736 2.4514 0.2921
H -9.8531 1.7226 3.0935 0.2658
H -10.9227 0.9277 0.5744 0.2766
C 1.5996 -2.1097 -6.1808 0.2746
C 1.1699 -3.2711 -7.0376 0.4958
O 0.8316 -2.6539 -8.2654 -0.3466
C 1.5534 -1.5761 -8.4150 0.5382
O 1.6963 -0.9608 -9.4530 -0.5710
O 2.1341 -1.3523 -7.1789 -0.2954
F 0.1352 -3.7872 -6.4543 -0.2799
H 2.3857 -2.4078 -5.4871 -0.2913
H 0.7658 -1.5771 -5.7234 0.1536
H 1.8887 -4.0827 -7.1500 0.3321
C -0.1837 4.9037 -1.3042 0.1620
C 0.2012 4.6134 0.1110 0.2167
O 1.4736 4.2430 0.1586 -0.3267
C 1.7155 3.5850 -1.0471 0.4404
O 2.6006 2.8282 -1.3913 -0.4786
O 0.6893 3.9994 -1.9252 -0.1504
F -0.6794 3.9987 0.7965 -0.1778
H -0.0658 5.9221 -1.6745 0.2546
H -1.2058 4.5638 -1.4711 -0.1520
H 0.3489 5.6026 0.5442 0.2706
C 4.4623 -0.0961 6.9356 -0.1587
C 3.8440 -1.3330 6.3720 0.2436
O 4.5105 -2.2953 7.0283 -0.3794
C 5.6581 -1.8215 7.5843 0.4660
O 6.4865 -2.4637 8.2238 -0.5400
O 5.6682 -0.5038 7.3631 -0.3501
F 4.0906 -1.3720 5.0842 -0.1117
H 3.6908 0.2509 7.6229 0.3209
H 4.5211 0.6148 6.1115 0.0571
H 2.7549 -1.3463 6.4141 0.4884
C -2.6087 6.3255 5.2573 -0.4596
C -3.5106 5.8783 4.1834 0.2083
O -2.6352 5.0185 3.5121 -0.0388
C -1.9981 4.2866 4.4477 0.4542
O -1.3099 3.2583 4.2113 -0.4872
O -2.1291 5.0033 5.5094 -0.3689
F -3.7396 6.9434 3.4190 -0.3199
H -3.2327 6.7204 6.0591 0.3222
H -1.8104 7.0529 5.1104 0.2872
H -4.4440 5.3738 4.4327 0.3691
C 6.3384 0.7897 1.9697 -0.5414
C 5.6071 1.5265 0.9470 0.5059
O 4.6812 0.5437 0.5678 -0.0511
C 4.4909 -0.2988 1.5428 0.1953
O 3.4826 -1.0534 1.5950 0.0665
O 5.4851 -0.2446 2.3606 -0.4655
F 6.4496 1.5885 -0.0768 -0.3515
H 6.3861 1.4463 2.8384 0.3361
H 7.3267 0.5025 1.6106 0.2833
H 5.2765 2.5281 1.2221 0.1257
C 1.0542 3.1063 -6.9161 -0.5727
C 1.3561 3.5647 -5.5177 0.2893
O 0.9367 2.5581 -4.6321 0.0775
C 0.0757 1.7334 -5.3364 0.2110
O -0.4871 0.7591 -4.8973 -0.3608
O 0.1398 2.0185 -6.7151 -0.3375
F 0.5833 4.6276 -5.3904 -0.3268
H 1.9435 2.8439 -7.4891 0.3088
H 0.5616 3.9130 -7.4589 0.3133
H 2.3617 3.9784 -5.4407 0.3592
```

Its spin multiplicity is 1. The calculation puts the frontier orbital gap at 9.26 eV. The value obtained for the strongest force on any atom is 0.18998 Eh/bohr.